Entry 1:
Entry from OMol25: C13H12FeO5P as an isolated structure (ωB97M-V/def2-TZVPD).

Structure (XYZ):
```
32
Properties=species:S:1:pos:R:3:lowdin_charge:R:1
O 2.77 -2.92 -3.31 0.177
C 2.06 -2.25 -2.66 -0.228
Fe 1.07 -1.04 -1.69 0.000
O 0.62 -3.98 -1.37 0.174
C 0.84 -2.83 -1.51 -0.293
C 1.38 0.79 -2.30 -0.183
O 1.13 1.95 -2.44 0.188
C -0.17 -0.62 -2.98 -0.123
O -1.02 -0.49 -3.76 0.215
C 2.18 -1.11 -0.22 -0.067
O 3.01 -1.22 0.59 0.219
H 2.38 0.20 -2.45 0.160
C -0.96 -1.95 0.65 -0.196
P -0.50 -0.40 -0.20 0.931
C -2.14 0.02 -0.88 -0.231
C -0.37 0.86 1.15 -0.326
C -1.19 2.01 1.13 -0.078
C -1.00 3.02 2.09 -0.056
C -0.02 2.89 3.08 -0.052
C 0.75 1.73 3.11 -0.062
C 0.56 0.70 2.18 -0.096
H -1.08 -2.73 -0.11 0.044
H -1.92 -1.81 1.17 0.076
H -0.17 -2.25 1.34 0.065
H -2.86 0.05 -0.03 0.083
H -2.09 1.02 -1.34 0.056
H -2.46 -0.73 -1.62 0.062
H -1.99 2.15 0.40 0.093
H -1.60 3.92 2.05 0.114
H 0.13 3.67 3.84 0.122
H 1.53 1.60 3.86 0.114
H 1.14 -0.24 2.24 0.098
```

Output
Frontier orbital gap (spin up / spin down), eV: 6.346 / 5.585
Expectation value of S²: 6.06
Multiplicity: 5
Lowest unoccupied orbital energy (spin up / spin down), Eh: -0.1728 / -0.2697
Net charge: +1
Energy, eV: -67575.2760

***

Entry 2:
Entry from OMol25: a 2-piece molecular cluster, C13H12N2 overall (ωB97M-V/def2-TZVPD).

Structure (XYZ):
```
27
Properties=species:S:1:pos:R:3:lowdin_charge:R:1
C -3.06 -1.97 1.25 -0.105
C -3.39 -0.74 0.70 -0.109
C -2.43 0.20 0.36 0.008
C -1.02 -0.21 0.48 -0.156
C 0.07 0.67 0.06 -0.323
C -0.09 1.64 -0.94 -0.033
C 0.95 2.53 -1.13 -0.068
C 2.06 2.48 -0.30 -0.071
C 2.12 1.57 0.74 -0.138
N 1.10 0.73 0.87 0.101
C -0.76 -1.46 0.98 -0.046
C -1.74 -2.27 1.52 -0.079
H -4.00 -2.60 1.56 0.143
H -4.42 -0.52 0.43 0.100
H -2.55 1.13 -0.10 0.075
H -1.02 1.94 -1.45 0.120
H 0.71 3.31 -1.81 0.097
H 3.07 2.89 -0.55 0.115
H 2.90 1.43 1.50 0.115
H 0.27 -1.78 1.01 0.105
H -1.51 -3.16 2.01 0.088
C 1.53 -0.87 -1.92 -0.022
C 2.44 -1.16 -1.01 -0.321
N 3.30 -1.59 -0.28 0.142
H 1.63 -0.24 -2.81 0.067
H 0.38 -1.02 -1.73 0.095
H 3.46 -0.95 0.56 0.099
```

Output
Frontier orbital gap, eV: 9.034
Multiplicity: 1
Lowest unoccupied orbital energy, Eh: 0.0170
SMILES: c1ccc(-c2ccccn2)cc1.C=C=N
Energy, eV: -16652.8922

***

Entry 3:
Entry from OMol25: the molecule C13H12N2O4 (ωB97M-V/def2-TZVPD).

Structure (XYZ):
```
31
Properties=species:S:1:pos:R:3:lowdin_charge:R:1
C -6.31 -1.07 0.00 -0.046
O -5.20 -0.20 0.00 -0.042
C -3.99 -0.79 0.00 -0.457
O -3.85 -1.99 0.01 0.112
C -2.88 0.19 0.00 -0.124
C -3.09 1.56 0.00 -0.019
C -2.00 2.42 0.00 -0.057
C -0.71 1.93 -0.01 0.003
C -0.49 0.55 -0.01 -0.198
N 0.78 -0.02 -0.01 0.140
C 2.00 0.60 0.00 -0.404
O 2.16 1.80 0.00 0.074
C 3.14 -0.35 0.00 -0.067
C 3.17 -1.77 -0.01 -0.084
N 4.39 -2.20 -0.01 0.064
O 5.21 -1.12 0.00 0.025
C 4.48 0.00 0.01 -0.240
C 5.16 1.31 0.02 0.021
C -1.58 -0.31 0.00 0.049
H -6.30 -1.71 -0.89 0.098
H -6.29 -1.72 0.89 0.098
H -7.20 -0.44 0.01 0.094
H -4.10 1.95 0.00 0.114
H -2.16 3.48 0.00 0.108
H 0.13 2.60 -0.01 0.100
H 0.78 -1.03 -0.01 0.128
H 2.37 -2.48 -0.02 0.117
H 4.41 2.09 0.00 0.076
H 5.77 1.40 0.92 0.096
H 5.81 1.39 -0.84 0.096
H -1.45 -1.39 0.00 0.125
```

Output
Frontier orbital gap, eV: 9.299
Multiplicity: 1
Lowest unoccupied orbital energy, Eh: 0.0152
SMILES: COC(=O)c1cccc(NC(=O)c2cnoc2C)c1
Energy, eV: -24845.5482

***

Entry 4:
Entry from OMol25: the molecule C13H12N4O3 (ωB97M-V/def2-TZVPD).

Structure (XYZ):
```
32
Properties=species:S:1:pos:R:3:lowdin_charge:R:1
N 2.82 4.07 1.33 0.150
C 2.21 3.24 0.45 -0.482
O 2.53 3.37 -0.72 0.042
C 1.17 2.26 0.89 -0.171
N 0.77 2.12 2.15 0.079
N -0.08 1.06 2.19 0.063
C -0.14 0.50 1.02 -0.260
N 0.61 1.22 0.11 0.077
C 0.41 1.22 -1.35 -0.098
C 1.26 0.19 -2.09 -0.039
C 1.60 -1.08 -1.63 -0.060
C 1.16 -1.76 -0.36 -0.152
C -0.29 -1.73 -0.06 -0.171
C -1.10 -2.75 -0.54 0.023
C -2.46 -2.81 -0.32 -0.319
O -3.12 -3.91 -0.81 0.057
C -3.06 -1.82 0.45 0.049
C -2.32 -0.71 0.89 -0.236
O -2.97 0.24 1.60 0.066
C -0.91 -0.69 0.64 -0.053
H 2.56 4.00 2.34 0.121
H 3.50 4.74 0.96 0.125
H 0.68 2.21 -1.74 0.118
H -0.64 1.01 -1.56 0.132
H 1.68 0.51 -3.06 0.106
H 2.15 -1.73 -2.28 0.089
H 1.73 -1.41 0.49 0.118
H 1.46 -2.84 -0.37 0.132
H -0.69 -3.62 -1.07 0.133
H -4.03 -3.86 -0.45 0.122
H -4.13 -1.92 0.69 0.134
H -2.35 0.69 2.21 0.104
```

Output
Frontier orbital gap, eV: 9.144
Multiplicity: 1
Lowest unoccupied orbital energy, Eh: 0.0186
SMILES: NC(=O)c1nnc2n1C/C=C\Cc1cc(O)cc(O)c1-2
Energy, eV: -25778.2967

***

Entry 5:
Entry from OMol25: the molecule C13H12N4OS (ωB97M-V/def2-TZVPD).

Structure (XYZ):
```
31
Properties=species:S:1:pos:R:3:lowdin_charge:R:1
O -1.48 0.25 0.50 0.116
C -0.79 0.22 -0.50 -0.449
C -0.90 -0.27 -1.85 -0.233
C -0.96 -1.78 -1.96 0.026
C -1.56 -2.35 -0.52 -0.337
C -0.92 -3.27 0.29 -0.103
N -1.92 -3.69 0.92 0.045
C -3.11 -2.93 0.86 -0.020
N -2.76 -2.26 -0.35 0.047
N 0.05 0.48 -2.74 0.066
C 0.98 0.92 -1.91 -0.686
S 2.53 1.45 -2.58 0.508
N 0.43 0.83 -0.50 0.075
C 1.29 1.52 0.54 -0.104
C 1.65 3.02 0.57 0.034
C 2.30 3.40 1.67 -0.204
C 2.39 2.79 2.77 -0.057
C 2.14 1.18 2.97 0.128
C 1.27 0.72 1.72 0.026
H -1.89 0.12 -2.17 0.167
H -1.45 -2.22 -2.74 0.087
H 0.03 -1.96 -1.89 0.082
H -0.11 -3.62 0.17 0.020
H -4.05 -2.94 1.14 0.039
H -3.56 -1.40 -0.77 0.298
H 0.19 0.34 -3.73 0.149
H 1.60 3.36 -0.33 0.022
H 2.67 4.39 1.46 0.125
H 2.97 3.19 3.54 0.070
H 2.06 0.71 3.86 0.018
H 0.93 -0.20 1.57 0.046
```

Output
Frontier orbital gap, eV: 8.251
Multiplicity: 1
Lowest unoccupied orbital energy, Eh: -0.0001
SMILES: O=C1[C@H](Cc2cnc[nH]2)NC(=S)N1c1ccccc1
Energy, eV: -32508.6354

***

Entry 6:
Entry from OMol25: the molecule C13H12Si (ωB97M-V/def2-TZVPD).

Structure (XYZ):
```
26
Properties=species:S:1:pos:R:3:lowdin_charge:R:1
C -4.17 0.47 -1.59 0.052
C -3.17 0.18 -0.98 -0.163
Si -1.58 -0.14 -0.10 0.508
C -1.20 1.44 0.85 -0.153
C -1.13 2.42 1.56 0.050
C -1.50 -1.56 1.02 -0.242
C -2.51 -1.93 1.79 -0.059
C -0.18 -0.29 -1.41 -0.222
C 1.16 -0.13 -0.78 -0.281
C 1.62 1.23 -0.87 -0.064
C 2.80 1.57 -0.23 -0.074
C 3.59 0.53 0.30 -0.112
C 3.26 -0.80 0.09 -0.125
C 1.97 -1.18 -0.24 -0.044
H -5.19 0.58 -1.81 0.016
H -1.08 3.40 1.91 0.009
H -0.55 -2.08 0.98 0.059
H -2.52 -2.94 2.36 0.089
H -3.50 -1.49 1.89 0.051
H -0.25 0.59 -2.05 0.072
H -0.32 -1.21 -2.02 0.099
H 0.97 1.95 -1.27 0.090
H 3.13 2.64 -0.11 0.119
H 4.50 0.53 0.88 0.095
H 4.12 -1.52 0.09 0.120
H 1.75 -2.25 -0.26 0.109
```

Output
Frontier orbital gap, eV: 9.305
Multiplicity: 1
Lowest unoccupied orbital energy, Eh: 0.0324
SMILES: C#C[Si](C#C)(C=C)Cc1ccccc1
Energy, eV: -21548.5630

***

Entry 7:
Entry from OMol25: C13H13Br2HoN3O as an isolated structure (ωB97M-V/def2-TZVPD).

Structure (XYZ):
```
33
Properties=species:S:1:pos:R:3:lowdin_charge:R:1
Ho -0.17 -0.06 0.30 1.512
Br -1.79 2.30 -0.26 0.741
C -2.61 1.40 -1.80 -0.852
Br -1.95 -0.41 -2.00 0.751
H -2.32 1.96 -2.68 0.045
H -3.67 1.36 -1.62 0.045
O 1.50 -1.54 -0.20 -0.193
C 2.70 -1.61 0.64 -0.076
C 2.69 -0.48 1.63 -0.246
C 3.71 -0.38 2.56 0.045
C 3.71 0.70 3.43 0.048
C 2.68 1.64 3.37 0.017
C 1.69 1.46 2.44 -0.088
N 1.68 0.41 1.58 -0.091
H 1.57 -2.20 -0.91 0.151
H 3.59 -1.52 0.00 0.163
H 2.72 -2.57 1.15 0.155
H 4.50 -1.11 2.59 0.151
H 4.51 0.81 4.16 0.148
H 2.66 2.50 4.03 0.142
H 0.87 2.17 2.36 0.122
N -4.42 -3.95 5.34 0.269
C -3.80 -3.35 4.59 -0.117
C -3.02 -2.60 3.65 -0.141
C -3.59 -1.53 2.95 0.057
C -2.81 -0.83 2.06 -0.096
N -1.51 -1.14 1.83 -0.146
C -0.97 -2.17 2.52 -0.098
C -1.68 -2.92 3.42 0.055
H -4.63 -1.25 3.11 0.153
H -3.23 0.01 1.52 0.106
H 0.07 -2.41 2.32 0.116
H -1.21 -3.75 3.94 0.152
```

Output
Frontier orbital gap (spin up / spin down), eV: 8.351 / 8.555
Expectation value of S²: 6.00
Multiplicity: 5
Lowest unoccupied orbital energy (spin up / spin down), Eh: -0.4051 / -0.3977
Net charge: +3
Energy, eV: -186066.5012